Record 1
A molecular structure, N2O6Rb2. Source: the OMol25 dataset; level of theory: ωB97M-V/def2-TZVPD.

```
! RIJCOSX wB97M-V def2-TZVPD def2/J DEFGRID3
* xyz 0 1
Rb -13.45222 23.07860 -10.89087
Rb -9.15571 17.04469 -10.88204
O -13.71937 20.25403 -14.43115
O -15.15148 20.76033 -12.98430
O -10.46276 19.37187 -10.92642
O -10.92544 21.49062 -11.02081
O -13.24654 20.20800 -12.32278
O -10.31887 20.76133 -9.34874
N -10.54796 20.49754 -10.46976
N -14.00764 20.25008 -13.23609
*
```

Its energy relative to the best compared isomer or geometry (same formula, charge and spin) is 88.9 kJ/mol. The HOMO-LUMO gap comes out at 5.56 eV. The value obtained for the lowest unoccupied orbital energy is -1.134 eV.

Mulliken atomic charge list, values in e, 2 entries: 0.970, 0.992

Record 2
C5H6 in the gas phase. Source: the OMol25 dataset; level of theory: ωB97M-V/def2-TZVPD.

```
! RIJCOSX wB97M-V def2-TZVPD def2/J DEFGRID3
* xyz 0 1
C 0.15229 0.21828 0.00950
C -2.49321 -0.00307 -0.02835
C 0.91864 -1.10054 -0.00707
C 0.78583 1.40640 -0.01465
C -1.28439 0.14511 0.02992
H 2.00881 -0.90368 -0.18076
H 0.25176 2.31904 0.06580
H 0.82813 -1.67774 0.94680
H 1.86536 1.43350 -0.04618
H -3.55738 -0.08061 0.00615
H 0.52416 -1.75669 -0.78116
*
```

The structure (SMILES) is C#CC(=C)C. Its energy relative to the best compared isomer or geometry (same formula, charge and spin) is 141.5 kJ/mol. The HOMO-LUMO gap comes out at 10.19 eV. The value obtained for the lowest unoccupied orbital energy is 1.084 eV.

Mulliken atomic charge list, values in e, 2 entries: 0.396, 0.107

Record 3
C21H31N3OS in the gas phase. Source: the OMol25 dataset; level of theory: ωB97M-V/def2-TZVPD.

```
! RIJCOSX wB97M-V def2-TZVPD def2/J DEFGRID3
* xyz 0 1
S -1.51297 2.65052 3.78580
O 0.05178 -0.57481 -2.10003
N 0.54704 -1.71331 0.39569
N 1.03166 0.16670 2.51080
N 0.05820 3.02550 1.80320
C -1.02328 3.82444 1.57153
C -2.07774 5.55486 0.11694
C -0.05787 5.22393 -1.75097
C -1.07349 6.13647 -1.98485
C -1.68830 -5.69316 -1.59919
C -0.04908 4.47861 -0.58849
C 0.05794 -1.88919 1.75612
C -1.06086 4.63258 0.35947
C 1.48907 0.42959 1.16217
C 1.75524 -0.87673 0.40172
C 1.21793 0.17606 -1.90107
C 0.76137 -3.02364 -0.21992
C -0.02339 2.36138 2.89363
C 2.25534 -0.52233 -1.01209
C -2.08012 6.29948 -1.04698
C -0.54648 -3.66614 -0.68356
C -0.33402 -5.03061 -1.35008
C 0.97686 1.34979 3.34977
C -1.97710 3.74797 2.55080
C 0.42961 -4.90767 -2.66693
C -0.22010 -0.55705 2.43393
H 0.72977 5.09324 -2.47856
H 0.24238 -5.66662 -0.66745
H 1.45584 -4.59040 -2.50241
H 0.45504 -5.86799 -3.17741
H -1.55750 -6.67544 -2.04745
H -2.23802 -5.81373 -0.66818
H 2.60622 -1.41910 -1.52398
H -0.05553 -4.18354 -3.31723
H 1.97294 1.80272 3.34800
H 1.39196 -2.89297 -1.09516
H 1.64982 0.34145 -2.89331
H -2.87216 7.01255 -1.22414
H -1.03527 -2.99504 -1.39158
H 3.11479 0.14191 -0.90363
H -0.98456 -0.00687 1.85888
H -1.21665 -3.80345 0.16673
H -2.86574 5.69499 0.84119
H -2.28536 -5.08434 -2.27443
H -1.08092 6.72016 -2.89346
H 0.96748 1.16160 -1.48035
H 0.74930 1.02980 0.61299
H 0.73987 3.76867 -0.39367
H 2.41985 0.99793 1.21751
H 0.73379 1.03154 4.36710
H 2.57117 -1.40851 0.92944
H 0.79553 -2.43984 2.36639
H -2.91600 4.25702 2.62138
H -0.59875 -0.73216 3.44379
H 1.28407 -3.70096 0.47742
H -0.21641 -0.90540 -1.22481
H -0.86416 -2.47049 1.71902
*
```

The structure (SMILES) is CC(C)CCN1CCN(Cc2nc(-c3ccccc3)cs2)C[C@@H]1CCO. Its energy relative to the best compared isomer or geometry (same formula, charge and spin) is 179.2 kJ/mol. The HOMO-LUMO gap comes out at 8.93 eV. The value obtained for the lowest unoccupied orbital energy is 0.627 eV.

Mulliken atomic charge list, values in e, 2 entries: -0.182, -0.672

Record 4
A molecular structure, C40H33AsBLaN8O3S7. Source: the OMol25 dataset; level of theory: ωB97M-V/def2-TZVPD.

```
! RIJCOSX wB97M-V def2-TZVPD def2/J DEFGRID3
* xyz -2 1
La 1.18573 0.74725 0.49878
As -2.41085 -1.55628 -0.71208
S 1.57294 2.95441 5.36403
S -0.11333 -1.49575 2.31691
S -0.73117 0.68461 -1.98311
S -1.72074 -1.99337 4.77287
S -3.47591 0.35192 4.44389
S -1.48931 5.76171 0.66568
S -2.17169 1.07128 1.80253
O -3.38285 -1.15092 6.70032
O 2.37739 2.68928 -0.27991
O 2.75283 0.91449 -1.52480
N -1.47656 3.74471 -1.18547
N -0.25799 3.44591 0.79158
N 1.77419 -1.77206 -0.55746
N 3.42810 0.02462 1.54683
N 4.17389 -1.13610 1.51123
N 1.65368 0.40283 4.35528
N 1.14172 2.16015 2.88282
N 2.98757 -2.40149 -0.35361
C -2.61359 -0.57387 -5.34790
C 6.08503 4.15791 -3.41281
C -2.53851 -3.53323 -0.69062
C 2.99494 2.10864 -1.21501
C -3.96184 -5.47975 -0.51575
C 1.48793 -1.89385 -1.86516
C -4.26757 -1.14065 -0.10988
C 4.09047 2.87234 -2.01532
C 1.44019 1.69504 4.06884
C 5.33157 4.85464 -2.45378
C -2.88634 -6.27628 -0.08196
C 4.23281 1.03790 1.92216
C 4.31463 4.24598 -1.77091
C -1.45438 -4.29715 -0.30412
C -1.82666 0.12910 -4.46439
C 4.81011 2.16063 -2.99795
C -4.51536 -1.47699 1.21035
C -2.94225 -0.95338 5.58885
C -2.68439 -1.19659 -2.64240
C -1.81080 -0.17477 -3.10067
C 3.42747 -2.91109 -1.53244
C 5.54434 0.55770 2.12737
C -1.63162 -5.67726 -0.00814
C -3.81200 -4.14215 -0.78469
C 5.45326 -0.80542 1.87537
C 0.11406 4.15928 1.88008
C 2.53310 -2.55312 -2.53804
C -3.41637 -1.61593 -4.88105
C -1.44171 -1.08578 3.34940
C -5.19989 -0.44997 -0.88454
C -6.60371 -0.26476 1.06553
C -5.65745 -0.99063 1.83026
C 0.83539 3.51543 2.96358
C -2.34250 0.02816 3.13236
C -6.37553 -0.00348 -0.27074
C -0.47493 5.44386 1.99743
C 1.05507 4.11152 4.23498
C -1.06947 4.14516 0.04190
C -3.44278 -1.94090 -3.54319
C 5.77659 2.81632 -3.72097
B 3.73917 -2.50528 0.98146
H -3.78403 -2.09141 1.72374
H -5.78406 -1.14081 2.90626
H 4.65036 -3.27392 0.79428
H 6.87681 4.65714 -3.90090
H 1.95003 0.14979 5.33281
H -2.99207 -7.34628 0.13921
H -4.17302 -2.68486 -3.18929
H 4.30753 -3.50903 -1.56218
H 3.66381 4.70346 -1.02124
H 1.36083 -0.28924 3.67276
H -4.92936 -5.96703 -0.60585
H -1.33443 2.72281 -1.38804
H -2.57999 -0.31070 -6.39746
H 4.60377 1.12020 -3.10970
H -4.98792 -0.21187 -1.92020
H -7.49628 0.12695 1.54151
H 5.55536 5.91800 -2.20932
H 3.86284 2.02033 2.06194
H 3.10086 -3.15223 1.81007
H 6.23609 -1.58697 1.92948
H -4.72896 -3.55210 -1.02563
H 6.44614 1.18461 2.26948
H -1.16802 0.95008 -4.80506
H -4.08086 -2.09478 -5.57680
H 2.62090 -2.68585 -3.59932
H 0.59176 -1.47805 -2.29123
H -2.32665 4.21587 -1.57560
H -0.26247 6.16315 2.76738
H -0.73413 -6.22417 0.22133
H -0.46789 -3.86214 -0.17745
H 6.28404 2.32104 -4.54112
H -7.07722 0.54297 -0.88840
H 0.68213 5.12051 4.44078
*
```

Its energy relative to the best compared isomer or geometry (same formula, charge and spin) is 0.0 kJ/mol. The HOMO-LUMO gap comes out at 4.31 eV. The value obtained for the lowest unoccupied orbital energy is 3.624 eV.

Mulliken atomic charge list, values in e, 2 entries: 1.474, 1.497